[1]
{"formula": "C4H23N2O6", "method": "ωB97M-V/def2-TZVPD", "e_tot_ev": -19780.7297, "homo_energy_ev": -12.68, "total_charge": 1, "de_lowest_ev": 0.000, "elements": ["C", "C", "C", "C", "N", "N", "H", "H", "H", "H", "H", "H", "H", "H", "H", "H", "H", "H", "H", "O", "H", "H", "O", "H", "H", "O", "H", "H", "O", "H", "H", "O", "H", "H", "O"], "positions_angstrom": [[-2.58254, -0.36368, 0.66953], [-1.22806, -0.28820, -0.00489], [-0.17333, -0.21938, 1.03353], [0.48455, -1.26594, 1.48657], [-0.19363, 1.08956, 1.69919], [-2.83569, 0.91127, 1.47075], [-3.31253, -0.44681, -0.15268], [-2.78586, -1.16232, 1.39141], [-1.10352, 0.48108, -0.76338], [-1.08452, -1.16852, -0.63704], [0.38779, -2.28208, 1.07000], [1.06902, -1.30770, 2.41597], [-1.24247, 1.26244, 2.02796], [-0.04635, 1.80991, 0.98500], [0.46465, 1.27683, 2.46069], [-2.92473, 1.70040, 0.82813], [-3.66489, 0.90540, 2.04428], [0.92058, 2.88672, -1.56472], [0.93081, 1.38350, -1.61939], [0.44189, 2.11851, -1.21557], [3.01671, 0.34150, -0.25738], [3.84111, -0.27361, 0.85009], [2.94188, 0.01570, 0.65291], [-1.34877, 2.72532, -1.27668], [-2.47958, 3.68912, -1.11415], [-2.02272, 2.99082, -0.62622], [3.63347, 1.05212, -2.98490], [2.83385, -0.06815, -2.32894], [3.04302, 0.88741, -2.23944], [-0.28169, -4.71787, 0.14292], [1.07912, -4.32634, 0.28917], [0.26146, -3.94285, -0.08130], [1.26010, -2.56381, -1.99808], [1.39551, -1.50849, -0.84664], [1.30537, -1.62186, -1.80672]], "forces_ev_per_a": [[-1.8, 1.8, 0.0], [0.4, -1.0, -0.4], [0.0, -0.6, 0.4], [0.4, -0.9, 1.3], [-0.5, 0.9, 0.4], [0.7, -0.1, -0.7], [-0.1, 0.0, 0.4], [0.7, -0.2, -0.5], [-0.6, 0.6, 0.4], [0.0, -0.3, 0.5], [-0.3, 1.0, -0.2], [0.0, 0.7, -0.5], [0.6, -0.6, -0.6], [0.2, 0.1, -0.2], [0.1, -0.6, -0.3], [0.0, -0.1, 0.0], [-0.2, -0.4, 0.0], [-0.1, -0.1, 0.2], [0.0, 0.0, 0.0], [0.5, 0.1, -0.3], [0.1, 0.2, 0.1], [-0.1, 0.0, 0.1], [0.2, -0.1, -0.3], [0.1, -0.3, 0.5], [-0.3, 0.0, 0.4], [-0.1, 0.3, -0.7], [0.0, 0.2, 0.1], [-0.1, 0.5, 0.0], [-0.2, -0.9, -0.1], [-0.6, 0.5, -0.4], [0.2, 0.7, -0.4], [0.5, -1.5, 0.7], [-0.1, 0.0, 0.3], [0.0, -0.4, -0.2], [0.3, 0.7, 0.0]], "lowdin_charge": [-0.18, -0.16, -0.34, 0.07, 0.20, -0.01, 0.12, 0.13, 0.10, 0.12, 0.06, 0.09, 0.15, 0.13, 0.17, 0.06, 0.09, 0.09, 0.04, -0.06, 0.00, 0.06, -0.06, 0.01, 0.06, -0.07, 0.07, 0.04, -0.06, 0.07, 0.07, -0.07, 0.05, 0.01, -0.05]}


[2]
{"formula": "C4H23N3O6", "method": "ωB97M-V/def2-TZVPD", "e_tot_ev": -21276.4322, "homo_energy_ev": -9.07, "de_lowest_ev": 0.198, "smiles": "[H]/N=C\\NCCCN.O.O.O.O.O.O", "elements": ["H", "N", "C", "N", "C", "C", "C", "N", "H", "H", "H", "H", "H", "H", "H", "H", "H", "H", "O", "H", "H", "O", "H", "H", "O", "H", "H", "O", "H", "H", "O", "H", "H", "O", "H", "H"], "positions_angstrom": [[0.58134, -1.02639, 0.73544], [1.04247, -0.37278, 1.35167], [0.35685, 0.28950, 2.19444], [-0.96726, 0.21392, 2.46488], [-1.72344, -0.97449, 2.03160], [-2.03100, -1.11235, 0.52195], [-2.64816, 0.06150, -0.24514], [-1.80995, 0.44498, -1.38158], [0.94941, 0.96112, 2.82449], [-1.41333, 0.81010, 3.12632], [-2.71056, -0.90045, 2.50138], [-1.26998, -1.85494, 2.50831], [-1.13845, -1.47797, 0.03945], [-2.72752, -1.96857, 0.56906], [-3.57396, -0.33002, -0.67145], [-2.80265, 0.89639, 0.44553], [-2.19228, 0.61685, -2.30284], [-1.13199, 1.18730, -1.21361], [0.40918, -1.72307, -1.97589], [-0.37084, -1.14353, -2.05251], [0.27218, -2.40693, -2.65861], [2.34452, 0.23846, -1.82545], [3.19834, 0.32827, -1.33818], [1.86479, -0.54869, -1.53565], [1.89277, -3.33055, -0.17326], [1.59903, -2.58392, -0.72904], [2.75081, -3.72357, -0.37875], [3.72737, 0.48696, 0.49525], [3.27538, -0.19199, 1.02407], [3.08875, 1.19991, 0.61385], [-0.71440, 3.81094, 0.54068], [-1.06235, 3.87297, -0.34318], [0.19647, 3.88966, 0.24330], [0.65474, 2.29670, -1.52480], [0.66727, 2.37072, -2.48403], [1.41647, 1.69395, -1.39767]], "forces_ev_per_a": [[-0.5, 0.0, 0.2], [0.8, 0.1, 0.0], [0.5, 0.1, 0.2], [-0.4, -1.1, -0.8], [-0.8, 1.2, 0.4], [0.2, -1.3, 1.3], [0.3, -0.3, -0.5], [1.2, 0.1, -0.4], [-0.5, 0.2, -0.1], [0.2, 0.3, 0.3], [0.2, 0.2, 0.2], [0.1, -0.1, -0.7], [0.1, 0.0, -0.5], [0.2, 0.2, -0.5], [-0.2, 0.5, 0.3], [-0.3, 0.0, -0.2], [-0.7, -0.1, 0.5], [-0.1, -0.2, 0.3], [-0.5, -0.5, -0.7], [0.0, 0.3, 0.4], [0.3, 0.4, 0.5], [0.9, 0.6, -0.3], [-1.0, -0.6, 0.0], [0.3, 0.1, 0.0], [-0.4, -0.2, 0.5], [0.7, -0.7, -0.1], [-0.3, 0.8, -0.4], [0.2, 0.1, 0.5], [-0.1, -0.1, -0.2], [0.1, 0.1, -0.1], [0.4, 0.3, 0.0], [-1.1, -0.1, -0.5], [0.6, -0.2, 0.6], [0.1, 0.3, -0.1], [-0.1, 0.2, -0.1], [-0.2, -0.4, 0.0]], "lowdin_charge": [0.01, 0.10, -0.31, 0.00, -0.19, -0.19, -0.24, 0.00, 0.12, 0.12, 0.11, 0.12, 0.06, 0.11, 0.11, 0.11, 0.07, 0.04, -0.08, 0.03, 0.09, -0.09, 0.04, 0.00, -0.08, -0.02, 0.04, -0.09, 0.02, 0.03, -0.07, 0.01, 0.01, -0.08, 0.05, 0.00]}


[3]
{"formula": "C4H24N2O8", "method": "ωB97M-V/def2-TZVPD", "e_tot_ev": -23898.9130, "homo_energy_ev": -9.79, "de_lowest_ev": 0.546, "smiles": "CCC(=O)NCN.O.O.O.O.O.O.O", "elements": ["C", "C", "C", "O", "N", "C", "N", "H", "H", "H", "H", "H", "H", "H", "H", "H", "H", "O", "H", "H", "O", "H", "H", "O", "H", "H", "O", "H", "H", "O", "H", "H", "O", "H", "H", "O", "H", "H"], "positions_angstrom": [[2.22567, 2.86051, 0.12815], [0.87987, 2.15793, 0.36054], [1.14636, 0.69254, 0.32947], [1.26325, 0.02303, -0.69924], [1.42163, 0.09643, 1.52467], [1.13873, 0.59173, 2.83545], [-0.26593, 0.31444, 3.26902], [2.18833, 3.92233, 0.21661], [3.00866, 2.58828, 0.84280], [2.64210, 2.64070, -0.85141], [0.46231, 2.54740, 1.28621], [0.21676, 2.46240, -0.42145], [1.61350, -0.89357, 1.41296], [1.89414, 0.24054, 3.53553], [1.21627, 1.67731, 2.92928], [-0.56625, -0.56624, 2.83973], [-0.17125, 0.10031, 4.26176], [-2.50865, 3.29800, 0.06230], [-2.25415, 2.36294, -0.02920], [-1.66724, 3.75539, -0.02573], [-1.64172, 0.58389, -0.69958], [-2.35360, 0.36889, -1.31227], [-1.82237, 0.04194, 0.08069], [1.83441, -2.39246, -2.79283], [1.07666, -1.79268, -2.78598], [2.53766, -1.88783, -3.20969], [-0.33746, 0.19115, -3.12118], [-0.00071, 0.66943, -3.89185], [0.32586, 0.47614, -2.46639], [-2.38022, -2.72009, -1.17929], [-1.41423, -2.71818, -1.01588], [-2.50978, -2.48123, -2.09999], [0.26610, -2.52374, -0.42763], [0.40993, -1.55914, -0.46224], [0.86398, -2.91277, -1.08351], [-1.62169, -2.14867, 1.92512], [-1.01801, -2.64446, 1.35636], [-2.48902, -2.09463, 1.51673]], "forces_ev_per_a": [[0.9, -0.4, 0.0], [0.8, 1.0, 0.1], [0.2, -0.5, 0.8], [-0.1, 0.6, -0.2], [-0.1, 0.0, -0.6], [-1.0, 0.8, 0.8], [1.2, -0.7, 0.0], [-0.5, 0.9, 0.0], [-0.3, -0.4, 0.1], [-0.1, -0.1, -0.2], [-0.1, -0.5, 0.1], [-0.5, -0.3, -0.6], [0.0, 0.1, 0.2], [0.0, -0.6, 0.0], [0.4, 0.0, -0.7], [-0.1, 0.2, 0.1], [-0.5, 0.1, -0.1], [0.2, -0.2, 0.0], [-0.1, 0.1, -0.1], [-0.1, 0.1, 0.0], [-0.3, 0.1, 0.6], [0.1, -0.1, -0.1], [0.0, -0.1, -0.1], [-0.2, -0.1, 0.0], [0.0, 0.2, -0.2], [0.1, 0.0, 0.1], [0.9, 0.4, -0.4], [-0.4, -0.3, -0.2], [-0.5, -0.4, 0.6], [-0.1, 0.0, 0.2], [-0.2, 0.1, -0.2], [0.1, 0.0, 0.0], [-0.3, -0.3, 0.3], [0.4, -0.1, -0.3], [0.2, 0.2, 0.2], [0.4, 0.3, 0.5], [-0.4, 0.0, -0.3], [0.1, -0.3, -0.4]], "lowdin_charge": [-0.07, -0.15, -0.47, 0.00, 0.10, -0.27, 0.03, 0.06, 0.08, 0.08, 0.11, 0.09, 0.15, 0.12, 0.10, 0.02, 0.07, -0.07, -0.01, 0.01, -0.05, 0.07, 0.05, -0.05, 0.01, 0.05, -0.07, 0.05, 0.01, -0.08, -0.01, 0.03, -0.07, 0.01, 0.04, -0.05, 0.02, 0.04]}


[4]
{"formula": "C4H24NO8S2", "method": "ωB97M-V/def2-TZVPD", "e_tot_ev": -44078.5130, "homo_energy_ev": -4.08, "total_charge": -1, "de_lowest_ev": 0.565, "elements": ["S", "S", "C", "C", "C", "O", "N", "C", "H", "H", "H", "H", "H", "H", "H", "H", "H", "H", "H", "H", "O", "H", "H", "O", "H", "H", "O", "H", "H", "O", "H", "H", "O", "H", "H", "O", "H", "H", "O"], "positions_angstrom": [[-1.50940, 0.22022, -3.12222], [0.36981, -0.17110, -1.91306], [0.51200, 1.55685, -1.20187], [1.61890, 1.64871, -0.18689], [2.62956, 0.67626, -0.84596], [1.99188, -0.55838, -1.07471], [1.34681, 1.46256, 1.24230], [-0.03941, 1.68409, 1.66813], [-1.44248, 1.39003, -3.79751], [-0.43246, 1.89527, -0.80523], [0.71584, 2.14976, -2.08395], [1.92083, 2.72081, -0.31097], [3.08026, 1.17652, -1.73018], [3.52317, 0.42250, -0.25930], [1.69370, 0.60110, 1.63937], [-0.13812, 1.07561, 2.58024], [-0.21478, 2.74056, 1.79766], [-0.85207, 1.24963, 1.04653], [-3.37216, 0.22592, -0.45942], [-4.20288, -0.66878, -1.21144], [-4.30029, 0.12933, -0.69336], [1.31984, -2.33883, -3.00575], [0.27486, -3.29140, -3.47691], [1.15569, -3.28254, -3.11925], [-1.06967, -0.46764, 3.82106], [-1.69074, -1.33690, 2.78855], [-1.44997, -1.36049, 3.73575], [-0.67406, -0.66819, 0.51667], [-1.30446, -2.13796, 0.84698], [-1.42610, -1.17524, 0.86279], [0.38206, -3.78948, 1.24404], [0.42072, -4.18848, -0.21966], [-0.04179, -3.58354, 0.40114], [-2.64055, 3.49386, 1.16428], [-1.50851, 3.82736, 0.23104], [-1.85293, 4.04547, 1.11353], [2.35047, -1.27026, 0.33302], [2.14674, -2.44048, 1.29431], [2.70973, -1.66274, 1.19025]], "forces_ev_per_a": [[-1.2, 0.4, -0.1], [0.0, 0.2, -0.2], [-1.0, -0.9, -0.5], [1.0, 0.9, -0.6], [1.3, -0.3, 0.9], [0.6, 1.0, 0.5], [-0.7, -0.4, -0.7], [0.4, -1.2, 0.3], [0.3, -0.2, 0.1], [-0.5, -0.2, -0.1], [0.3, 0.4, 0.1], [0.4, -0.7, 0.1], [-0.7, -0.3, -0.2], [-0.1, 0.4, 0.5], [0.1, -0.3, -0.5], [-0.1, 0.8, 0.2], [-0.2, 0.0, 0.4], [0.5, 0.4, -0.1], [0.3, 0.4, 0.2], [-0.4, -0.3, -0.5], [0.1, -0.1, 0.2], [0.2, 0.2, 0.2], [-0.6, -0.1, -0.2], [0.4, -0.1, 0.1], [-0.1, -0.6, 0.2], [0.1, -0.1, 0.1], [0.1, 0.7, -0.3], [0.1, -1.0, -0.3], [0.7, 0.6, -0.7], [-1.0, 0.3, 0.7], [-0.2, 0.1, 0.1], [-0.5, 0.8, 0.2], [0.7, -1.0, -0.2], [-0.1, 0.0, 0.1], [0.0, 0.2, 0.4], [-0.2, 0.1, -0.7], [0.3, -0.3, 0.3], [0.2, 0.2, 0.1], [-0.5, 0.0, -0.2]], "lowdin_charge": [0.15, 0.56, -0.42, -0.38, -0.30, -0.54, -0.05, -0.13, -0.28, 0.04, 0.07, 0.14, 0.12, 0.11, 0.08, 0.07, 0.05, 0.06, -0.01, 0.01, -0.09, -0.02, 0.02, -0.07, 0.02, 0.00, -0.09, 0.00, 0.02, -0.08, 0.04, 0.07, -0.06, 0.04, 0.04, -0.07, -0.01, 0.00, -0.11]}


[5]
{"formula": "C4H25NO7S", "method": "ωB97M-V/def2-TZVPD", "e_tot_ev": -31208.3660, "homo_energy_ev": -8.85, "de_lowest_ev": 3.008, "smiles": "CSCCCN.O.O.O.O.O.O.O", "elements": ["C", "S", "C", "C", "C", "N", "H", "H", "H", "H", "H", "H", "H", "H", "H", "H", "H", "O", "H", "H", "O", "H", "H", "O", "H", "H", "O", "H", "H", "O", "H", "H", "O", "H", "H", "O", "H", "H"], "positions_angstrom": [[2.59685, 1.12600, 1.73128], [1.76712, -0.48049, 1.06206], [0.17367, 0.26773, 0.62594], [0.34907, 1.14827, -0.67729], [-0.89443, 1.87547, -1.00255], [-1.86211, 0.93512, -1.63033], [1.98177, 1.94411, 1.85187], [3.25587, 1.51254, 0.84842], [3.28292, 1.06933, 2.52909], [-0.17644, 0.89961, 1.39400], [-0.55050, -0.56880, 0.49688], [0.46722, 0.35651, -1.38504], [1.24607, 1.59327, -0.75613], [-1.45310, 2.31910, -0.14038], [-0.75128, 2.75980, -1.68187], [-2.48909, 1.53561, -2.12777], [-2.20238, 0.32182, -0.92069], [-2.22320, 2.38695, 3.19062], [-2.83506, 1.83499, 2.65660], [-1.56526, 1.84610, 3.36112], [1.69295, -1.30253, -2.26591], [2.51727, -1.02744, -1.85915], [1.57440, -2.28190, -2.28807], [0.26971, -3.31739, -1.18012], [0.13500, -2.37798, -1.21066], [-0.54944, -3.53854, -1.67790], [-3.07298, -0.91684, 2.55222], [-2.69953, -1.65375, 3.06554], [-2.27103, -0.81540, 2.11321], [1.93111, 3.68666, -1.56277], [1.90332, 3.16946, -2.37286], [1.55098, 3.46942, -0.82060], [-0.97576, -1.25200, -2.88119], [-1.53756, -0.39575, -2.49338], [-0.06060, -0.89297, -2.87683], [-0.77620, -3.01876, 1.23399], [-1.67770, -3.10323, 1.36082], [-0.45125, -3.46738, 0.59428]], "forces_ev_per_a": [[2.0, -1.2, -4.3], [0.5, 1.6, 1.5], [0.8, 0.0, -1.6], [-2.8, -3.7, 1.4], [-1.5, 1.5, -0.4], [1.3, 1.1, -0.4], [-2.1, 1.3, 0.6], [-0.9, -0.8, 1.4], [0.4, -0.8, 1.2], [-0.4, 0.6, 1.3], [0.6, 0.5, -0.1], [0.0, -0.2, -1.0], [2.8, 2.1, 0.5], [1.0, -0.2, -0.1], [0.1, -1.0, 0.3], [-1.2, -0.5, 0.2], [-1.2, 0.0, 0.3], [-5.6, 3.4, -2.1], [0.4, 0.6, 0.6], [5.2, -4.1, 1.6], [-0.2, -0.4, -0.6], [0.1, -0.5, 0.2], [0.7, 0.9, 0.2], [-1.0, -1.2, -0.8], [0.1, 1.3, 0.2], [0.8, -0.3, 0.2], [-0.9, -1.2, 1.4], [-1.1, -0.1, 0.7], [2.3, 1.3, -2.2], [4.2, 3.4, -6.5], [-0.6, -0.4, 1.0], [-3.4, -2.7, 5.4], [-1.0, 2.1, 1.0], [2.1, -2.2, -1.3], [-0.8, -0.4, -0.2], [-0.8, 5.7, 7.5], [-2.6, -0.7, -0.1], [3.1, -4.9, -7.0]], "lowdin_charge": [-0.32, 0.82, -0.48, -0.26, -0.24, 0.00, -0.01, 0.06, 0.01, 0.04, 0.06, 0.06, 0.03, 0.12, 0.13, 0.09, 0.08, 0.00, 0.05, -0.07, -0.10, 0.04, 0.06, -0.07, -0.01, 0.09, -0.02, 0.06, -0.04, 0.02, 0.07, -0.08, -0.18, 0.05, -0.01, 0.05, 0.01, -0.11]}


[6]
{"formula": "C4H25NO9", "method": "ωB97M-V/def2-TZVPD", "e_tot_ev": -24472.2442, "homo_energy_ev": -9.50, "de_lowest_ev": 0.036, "smiles": "CCCC(N)=O.O.O.O.O.O.O.O.O", "elements": ["C", "C", "C", "C", "N", "O", "H", "H", "H", "H", "H", "H", "H", "H", "H", "O", "H", "H", "O", "H", "H", "O", "H", "H", "O", "H", "H", "O", "H", "H", "O", "H", "H", "O", "H", "H", "O", "H", "H"], "positions_angstrom": [[-0.83354, -3.28462, -1.46578], [-0.79075, -1.76784, -1.56474], [-0.31189, -1.04892, -0.28904], [0.91842, -1.71345, 0.29928], [2.16057, -1.19242, 0.15432], [0.76558, -2.73797, 0.96612], [-1.57359, -3.68278, -2.16473], [-1.17673, -3.66714, -0.50282], [0.11046, -3.79017, -1.66572], [-0.09639, -1.45616, -2.34658], [-1.76470, -1.35140, -1.78995], [-0.13119, -0.04333, -0.57385], [-0.99516, -1.11768, 0.55677], [2.36794, -0.34167, -0.32888], [2.83634, -1.45731, 0.85159], [3.06372, 2.71443, -0.74876], [2.36249, 2.12569, -0.46598], [2.73021, 3.48206, -1.19162], [-2.96096, 1.00709, 1.27132], [-3.45325, 0.98866, 2.09551], [-2.13932, 1.47912, 1.44891], [1.71660, -0.11311, -2.85423], [2.08443, 0.77675, -2.76009], [2.05214, -0.40042, -3.70950], [-0.46831, 1.28137, 3.16208], [-0.05149, 1.84423, 3.82355], [-0.73564, 0.49872, 3.65781], [1.03826, 1.26611, 0.97045], [0.90257, 0.86796, 1.83933], [0.63671, 2.12880, 1.11501], [-2.32581, 2.67672, -0.87943], [-2.70477, 3.08527, -1.66958], [-3.11815, 2.25774, -0.50996], [0.00121, -1.70867, 3.44319], [-0.78457, -2.24871, 3.29231], [0.58994, -2.13046, 2.78580], [0.40480, 2.42384, -1.42113], [-0.45971, 2.83563, -1.56080], [0.13352, 1.51404, -1.27015]], "forces_ev_per_a": [[-0.8, -0.6, -0.1], [0.5, -0.1, 0.6], [0.6, -1.3, -0.3], [0.2, 0.0, 0.1], [0.0, -0.1, 0.1], [0.1, 0.1, 0.2], [0.2, 0.0, -0.3], [0.1, 0.3, 0.2], [0.1, 0.2, 0.0], [-0.2, -0.1, -0.1], [-0.3, 0.0, -0.2], [0.1, 0.8, 0.3], [-0.4, 0.2, -0.3], [-0.4, 0.2, -0.2], [0.1, -0.4, -0.2], [1.7, -0.7, 0.3], [-0.6, 0.5, 0.0], [-0.8, 0.2, -0.2], [-0.2, 0.0, -0.3], [0.1, 0.1, 0.1], [0.1, -0.1, 0.3], [0.3, 0.3, -0.1], [-0.1, 0.0, 0.1], [0.0, -0.1, 0.0], [-0.2, 0.3, 0.5], [0.0, 0.1, 0.0], [0.2, -0.4, -0.2], [0.3, 0.4, 0.2], [0.0, -0.3, 0.0], [0.0, 0.2, -0.4], [-0.9, 0.2, -0.5], [0.3, 0.1, 0.0], [0.4, -0.3, 0.5], [-0.1, -0.4, -0.2], [-0.1, 0.1, 0.2], [0.0, 0.3, 0.1], [-0.4, 0.3, -0.5], [0.2, 0.0, 0.2], [0.2, -0.1, 0.1]], "lowdin_charge": [-0.11, -0.22, -0.12, -0.52, 0.19, -0.01, 0.07, 0.07, 0.08, 0.08, 0.10, 0.05, 0.12, 0.08, 0.12, -0.06, -0.03, 0.02, -0.05, 0.05, 0.02, -0.05, 0.04, 0.05, -0.05, 0.07, 0.04, -0.08, 0.03, 0.05, -0.06, 0.06, 0.03, -0.07, 0.05, 0.01, -0.06, 0.02, 0.00]}


| no. | maximum force (hartree/bohr) |
| --- | --- |
| 1 | 0.0499 |
| 2 | 0.0354 |
| 3 | 0.0290 |
| 4 | 0.0307 |
| 5 | 0.1841 |
| 6 | 0.0351 |